w:
{
  "formula": "CHF2IO",
  "method": "wB97M-V/def2-TZVPD",
  "e_homo_ev": [-9.8, -7.9],
  "molar_mass_g_mol": 193.9,
  "charge": 0,
  "species": ["C", "O", "F", "F", "I", "H"],
  "coordinates": [[-1.2033, 0.0822, -0.0303], [1.5700, -0.6390, 0.2519], [-1.0898, -0.4130, -1.1886], [-1.5951, -0.7172, 0.8992], [2.7564, 0.7854, -0.0332], [-0.4382, 0.9015, 0.1011]]
}

***

x:
{
  "formula": "CHF2IO",
  "method": "wB97M-V/def2-TZVPD",
  "e_homo_ev": -9.6,
  "molar_mass_g_mol": 193.9,
  "charge": 0,
  "species": ["C", "O", "F", "F", "I", "H"],
  "coordinates": [[-0.1346, -0.1694, 0.1810], [0.6687, -0.8301, -0.4643], [-0.0463, 1.8889, -0.7442], [0.0452, 0.1975, 1.4098], [-2.1337, -0.3064, -0.3600], [1.6007, -0.7805, -0.0222]]
}

***

Sorted by energy, starting with the most stable: x, w.

***

w:
{
  "formula": "C9H12NO",
  "method": "wB97M-V/def2-TZVPD",
  "e_homo_ev": -12.2,
  "molar_mass_g_mol": 150.2,
  "charge": 1,
  "species": ["C", "C", "C", "C", "C", "C", "C", "C", "C", "N", "O", "H", "H", "H", "H", "H", "H", "H", "H", "H", "H", "H", "H"],
  "coordinates": [[-3.3220, -0.0736, -0.2001], [-2.6027, 0.5738, -1.2240], [-2.7506, -0.5605, 0.9269], [-1.2524, 0.8665, -0.9756], [-1.3738, -0.4416, 1.0721], [-0.7172, 0.3072, 0.1895], [2.8637, 1.2424, 1.2881], [2.0416, 0.9602, 0.2278], [1.5013, -0.3160, 0.0171], [1.6354, -1.0115, -1.3085], [1.6509, -1.2758, 0.9356], [-4.3496, -0.4208, -0.5955], [-3.1652, 1.0157, -1.9629], [-3.2870, -1.1278, 1.6761], [-0.6148, 1.0639, -1.8214], [-0.9739, -0.9204, 1.8810], [3.2130, 2.2515, 1.5662], [3.2419, 0.5144, 1.9142], [1.7110, 1.7095, -0.5942], [0.9431, -1.7553, -1.2457], [1.5976, -0.3610, -2.1438], [2.6194, -1.4743, -1.3820], [1.3904, -0.7666, 1.7590]]
}

***

x:
{
  "formula": "C9H12NO",
  "method": "wB97M-V/def2-TZVPD",
  "smiles": "CCC#[N+][C@H]1[C@H]2C=CO[C@]21C",
  "e_homo_ev": -12.4,
  "molar_mass_g_mol": 150.2,
  "charge": 1,
  "species": ["C", "C", "C", "N", "C", "C", "C", "C", "O", "C", "C", "H", "H", "H", "H", "H", "H", "H", "H", "H", "H", "H", "H"],
  "coordinates": [[-2.2715, 1.6321, 1.8211], [-1.6773, 0.3615, 2.4375], [-0.8650, -0.2028, 1.4654], [-0.4373, -0.6507, 0.4994], [0.1718, -1.3043, -0.4979], [0.2700, -0.4857, -1.8680], [0.0560, 0.9505, -1.7027], [0.9474, 1.4260, -0.7982], [1.7501, 0.3971, -0.3642], [1.5164, -0.7953, -1.0385], [2.6886, -1.7309, -1.2950], [-2.9143, 1.4114, 0.9606], [-1.5768, 2.4468, 1.5397], [-2.8152, 1.9717, 2.5732], [-2.4852, -0.3422, 2.6902], [-1.0886, 0.3231, 3.3990], [-0.2403, -2.3263, -0.6816], [-0.0677, -1.0100, -2.7193], [-0.6837, 1.5502, -2.2464], [0.9460, 2.2757, -0.0752], [2.3773, -2.3391, -2.1034], [3.5454, -1.0311, -1.4606], [2.8539, -2.5279, -0.5350]]
}

***

Sorted by energy, starting with the most stable: x, w.